Formula: C56H122N10O8
Source: OMol25
Level of theory: ωB97M-V/def2-TZVPD

Computed properties:
SMILES: CC1(C)CCCC(C)(C)N1O.CC1(C)CCCC(C)(C)N1O.CC1(C)CCCC(C)(C)N1O.CC1(C)CCCC(C)(C)N1O.CC1(C)CCCC(C)(C)N1O.CC1(C)CCCC(C)(C)N1O.NC(N)=O.NC(N)=O
relative energy (zero: lowest compared OMol25 entry of this formula, charge and spin): 7.877 eV
F_max: 4.885 eV/A

Bonds (Å) are listed after each position.
Positions of all 196 atoms, in Å:
1 C -0.8372 -1.5857 -7.2222  C2 1.583, H12 1.090, H13 1.090, H14 1.090
2 C -1.3314 -2.8361 -6.3876  C1 1.583, C3 1.494, C4 1.548, N10 1.483
3 C -0.3034 -3.9196 -6.3394  C2 1.494, H15 1.090, H16 1.090, H17 1.090
4 C -1.4258 -2.2642 -4.9519  C2 1.548, C5 1.532, H18 1.090, H19 1.090
5 C -2.5850 -1.2873 -4.7302  C4 1.532, C6 1.461, H20 1.090, H21 1.090
6 C -3.8974 -1.8674 -5.0045  C5 1.461, C7 1.548, H22 1.090, H23 1.090
7 C -3.9672 -2.5556 -6.3892  C6 1.548, C8 1.575, C9 1.610, N10 1.524
8 C -5.2295 -3.4895 -6.2605  C7 1.575, H24 1.090, H25 1.090, H26 1.090
9 C -4.3021 -1.3761 -7.4321  C7 1.610, H27 1.090, H28 1.090, H29 1.090
10 N -2.6923 -3.3211 -6.7224  C2 1.483, C7 1.524, O11 1.384
11 O -2.8390 -4.1634 -7.8107  N10 1.384, H30 0.960
12 H -0.8290 -1.8719 -8.2740  C1 1.090
13 H -1.4349 -0.7021 -6.9988  C1 1.090
14 H 0.1538 -1.4772 -6.7814  C1 1.090
15 H -0.0240 -4.2936 -7.3243  C3 1.090
16 H 0.6286 -3.7110 -5.8142  C3 1.090
17 H -0.6924 -4.7523 -5.7533  C3 1.090
18 H -1.3416 -2.9265 -4.0904  C4 1.090
19 H -0.5266 -1.6631 -4.8164  C4 1.090
20 H -2.5282 -0.9601 -3.6920  C5 1.090
21 H -2.4910 -0.3313 -5.2452  C5 1.090
22 H -4.5694 -1.0097 -4.9739  C6 1.090
23 H -4.2308 -2.5712 -4.2418  C6 1.090
24 H -6.1623 -2.9990 -5.9823  C8 1.090
25 H -4.9541 -4.1901 -5.4723  C8 1.090
26 H -5.3346 -4.0711 -7.1764  C8 1.090
27 H -3.6743 -0.5027 -7.2557  C9 1.090
28 H -5.3159 -0.9873 -7.3360  C9 1.090
29 H -4.2140 -1.7390 -8.4561  C9 1.090
30 H -2.6508 -5.0058 -7.3907  O11 0.960
31 C 0.2711 4.3249 1.0109  C32 1.513, H42 1.090, H43 1.090, H44 1.090
32 C 0.7861 4.7253 -0.3537  C31 1.513, C33 1.564, C34 1.600, N40 1.498
33 C 0.8809 3.4865 -1.3036  C32 1.564, H45 1.090, H46 1.090, H47 1.090
34 C -0.3159 5.7265 -0.9390  C32 1.600, C35 1.557, H48 1.090, H49 1.090
35 C 0.1759 6.5918 -2.1361  C34 1.557, C36 1.486, H50 1.090, H51 1.090
36 C 1.3992 7.3017 -1.6803  C35 1.486, C37 1.549, H52 1.090, H53 1.090
37 C 2.5430 6.4068 -1.1400  C36 1.549, C38 1.542, C39 1.527, N40 1.489
38 C 3.1790 5.6366 -2.3154  C37 1.542, H54 1.090, H55 1.090, H56 1.090
39 C 3.4901 7.4552 -0.5595  C37 1.527, H57 1.090, H58 1.090, H59 1.090
40 N 2.0702 5.4532 -0.0985  C32 1.498, C37 1.489, O41 1.402
41 O 3.0553 4.6328 0.4685  N40 1.402, H60 0.960
42 H 0.5577 3.4108 1.5309  C31 1.090
43 H 0.3131 5.1377 1.7360  C31 1.090
44 H -0.8119 4.2158 1.0687  C31 1.090
45 H -0.1000 3.0213 -1.4009  C33 1.090
46 H 1.2908 3.8653 -2.2398  C33 1.090
47 H 1.4996 2.6535 -0.9697  C33 1.090
48 H -1.1827 5.1566 -1.2738  C34 1.090
49 H -0.6728 6.3370 -0.1096  C34 1.090
50 H 0.4660 5.8464 -2.8766  C35 1.090
51 H -0.5916 7.2082 -2.6042  C35 1.090
52 H 1.0085 8.0086 -0.9483  C36 1.090
53 H 1.8291 7.9156 -2.4717  C36 1.090
54 H 3.8264 4.8101 -2.0222  C38 1.090
55 H 3.8876 6.4137 -2.6021  C38 1.090
56 H 2.4512 5.4119 -3.0951  C38 1.090
57 H 4.4150 7.0534 -0.1457  C39 1.090
58 H 3.0531 7.9845 0.2873  C39 1.090
59 H 3.8214 8.2094 -1.2733  C39 1.090
60 H 2.7527 4.5326 1.3740  O41 0.960
61 C 2.8619 -3.4071 -3.9159  C62 1.539, H72 1.090, H73 1.090, H74 1.090
62 C 3.6754 -2.2688 -3.2749  C61 1.539, C63 1.566, C64 1.596, N70 1.505
63 C 3.0540 -1.7130 -1.9495  C62 1.566, H75 1.090, H76 1.090, H77 1.090
64 C 5.1281 -2.8298 -2.9256  C62 1.596, C65 1.510, H78 1.090, H79 1.090
65 C 6.1581 -1.7489 -2.7027  C64 1.510, C66 1.585, H80 1.090, H81 1.090
66 C 6.2818 -0.8063 -3.9704  C65 1.585, C67 1.655, H82 1.090, H83 1.090
67 C 4.7973 -0.1634 -4.3176  C66 1.655, C68 1.554, C69 1.582, N70 1.508
68 C 4.4919 0.9662 -3.2954  C67 1.554, H84 1.090, H85 1.090, H86 1.090
69 C 4.9125 0.6124 -5.6916  C67 1.582, H87 1.090, H88 1.090, H89 1.090
70 N 3.7107 -1.2088 -4.3434  C62 1.505, C67 1.508, O71 1.414
71 O 2.4665 -0.6808 -4.7587  N70 1.414, H90 0.960
72 H 1.8288 -3.0777 -4.0266  C61 1.090
73 H 3.1275 -3.9210 -4.8397  C61 1.090
74 H 2.9662 -4.2235 -3.2013  C61 1.090
75 H 2.7123 -2.5133 -1.2931  C63 1.090
76 H 3.8419 -1.2578 -1.3494  C63 1.090
77 H 2.0915 -1.2275 -2.1110  C63 1.090
78 H 5.0471 -3.3145 -1.9527  C64 1.090
79 H 5.3117 -3.5341 -3.7370  C64 1.090
80 H 5.8403 -1.0883 -1.8961  C65 1.090
81 H 7.0626 -2.1608 -2.2550  C65 1.090
82 H 6.7973 -1.3308 -4.7749  C66 1.090
83 H 6.9074 0.0418 -3.6921  C66 1.090
84 H 4.1002 1.8908 -3.7197  C68 1.090
85 H 5.4481 1.1892 -2.8222  C68 1.090
86 H 3.7996 0.8914 -2.4568  C68 1.090
87 H 5.3729 0.0296 -6.4894  C69 1.090
88 H 5.5808 1.4704 -5.6188  C69 1.090
89 H 3.9723 0.9979 -6.0859  C69 1.090
90 H 2.4001 -1.0476 -5.6433  O71 0.960
91 C -4.0128 4.6861 1.6513  C92 1.546, H102 1.090, H103 1.090, H104 1.090
92 C -3.9696 4.3418 3.1582  C91 1.546, C93 1.581, C94 1.567, N100 1.467
93 C -3.1265 5.2825 4.1086  C92 1.581, H105 1.090, H106 1.090, H107 1.090
94 C -5.3807 4.4026 3.8367  C92 1.567, C95 1.484, H108 1.090, H109 1.090
95 C -6.1075 3.1565 4.1856  C94 1.484, C96 1.550, H110 1.090, H111 1.090
96 C -5.2369 1.9836 4.7044  C95 1.550, C97 1.551, H112 1.090, H113 1.090
97 C -4.0640 1.7373 3.7201  C96 1.551, C98 1.604, C99 1.588, N100 1.497
98 C -3.1052 0.7970 4.5968  C97 1.604, H114 1.090, H115 1.090, H116 1.090
99 C -4.6462 1.0476 2.4136  C97 1.588, H117 1.090, H118 1.090, H119 1.090
100 N -3.3778 3.0106 3.3351  C92 1.467, C97 1.497, O101 1.465
101 O -1.9313 2.9423 3.1146  N100 1.465, H120 0.960
102 H -4.6563 5.5176 1.3638  C91 1.090
103 H -4.7066 3.9859 1.1860  C91 1.090
104 H -3.1171 4.7322 1.0319  C91 1.090
105 H -3.4151 6.3272 4.2239  C93 1.090
106 H -2.2083 5.4248 3.5388  C93 1.090
107 H -2.9639 4.9180 5.1229  C93 1.090
108 H -5.4901 5.0949 4.6715  C94 1.090
109 H -6.0589 4.9860 3.2140  C94 1.090
110 H -6.7351 2.9050 3.3306  C95 1.090
111 H -6.8339 3.4340 4.9494  C95 1.090
112 H -5.7215 1.0149 4.5826  C96 1.090
113 H -4.9702 2.1091 5.7538  C96 1.090
114 H -2.2266 0.5392 4.0054  C98 1.090
115 H -2.6761 1.2539 5.4886  C98 1.090
116 H -3.6801 -0.1092 4.7876  C98 1.090
117 H -5.1596 1.6896 1.6978  C99 1.090
118 H -3.9359 0.8396 1.6135  C99 1.090
119 H -5.0804 0.0668 2.6076  C99 1.090
120 H -1.5727 3.3165 3.9227  O101 0.960
121 C -3.5972 -4.5997 2.8690  C122 1.567, H132 1.090, H133 1.090, H134 1.090
122 C -2.5935 -3.5915 2.2124  C121 1.567, C123 1.527, C124 1.564, N130 1.512
123 C -2.8937 -2.2498 2.8766  C122 1.527, H135 1.090, H136 1.090, H137 1.090
124 C -1.1050 -3.9856 2.4876  C122 1.564, C125 1.566, H138 1.090, H139 1.090
125 C -0.5574 -5.2423 1.7314  C124 1.566, C126 1.454, H140 1.090, H141 1.090
126 C -0.8052 -5.2086 0.2988  C125 1.454, C127 1.549, H142 1.090, H143 1.090
127 C -2.2141 -4.7702 -0.1723  C126 1.549, C128 1.553, C129 1.594, N130 1.550
128 C -1.9942 -4.4046 -1.6659  C127 1.553, H144 1.090, H145 1.090, H146 1.090
129 C -3.1165 -6.0759 -0.0202  C127 1.594, H147 1.090, H148 1.090, H149 1.090
130 N -2.6624 -3.5716 0.7019  C122 1.512, C127 1.550, O131 1.361
131 O -3.7753 -3.0016 0.1654  N130 1.361, H150 0.960
132 H -4.5884 -4.1809 2.6952  C121 1.090
133 H -3.4933 -5.5649 2.3733  C121 1.090
134 H -3.4096 -4.6787 3.9398  C121 1.090
135 H -2.3861 -1.3803 2.4588  C123 1.090
136 H -3.9298 -2.1287 2.5605  C123 1.090
137 H -2.9338 -2.2828 3.9653  C123 1.090
138 H -0.4595 -3.1893 2.1172  C124 1.090
139 H -0.9795 -4.2130 3.5462  C124 1.090
140 H 0.4848 -5.3924 2.0131  C125 1.090
141 H -1.0099 -6.1808 2.0516  C125 1.090
142 H -0.7334 -6.2714 0.0675  C126 1.090
143 H -0.0615 -4.5695 -0.1772  C126 1.090
144 H -2.9995 -4.2826 -2.0691  C128 1.090
145 H -1.4503 -5.2191 -2.1442  C128 1.090
146 H -1.5855 -3.4042 -1.8090  C128 1.090
147 H -4.0700 -5.9060 0.4799  C129 1.090
148 H -2.7066 -6.9182 0.5372  C129 1.090
149 H -3.4682 -6.4603 -0.9776  C129 1.090
150 H -3.3815 -2.1932 -0.1709  O131 0.960
151 C 3.6735 -0.7988 7.9532  C152 1.607, H162 1.090, H163 1.090, H164 1.090
152 C 3.3329 -1.5516 6.5748  C151 1.607, C153 1.594, C154 1.602, N160 1.486
153 C 4.7168 -2.3042 6.3322  C152 1.594, H165 1.090, H166 1.090, H167 1.090
154 C 2.1989 -2.6592 6.8058  C152 1.602, C155 1.557, H168 1.090, H169 1.090
155 C 0.7499 -2.1258 6.6028  C154 1.557, C156 1.586, H170 1.090, H171 1.090
156 C 0.6704 -1.2655 5.2727  C155 1.586, C157 1.564, H172 1.090, H173 1.090
157 C 1.7196 -0.1097 5.1692  C156 1.564, C158 1.577, C159 1.604, N160 1.430
158 C 1.5912 0.3969 3.6816  C157 1.577, H174 1.090, H175 1.090, H176 1.090
159 C 1.3177 1.1019 6.1411  C157 1.604, H177 1.090, H178 1.090, H179 1.090
160 N 2.9995 -0.7042 5.4011  C152 1.486, C157 1.430, O161 1.383
161 O 3.9781 0.2478 5.1789  N160 1.383, H180 0.960
162 H 4.3065 0.0691 7.7687  C151 1.090
163 H 2.8214 -0.4761 8.5514  C151 1.090
164 H 4.4088 -1.3842 8.5052  C151 1.090
165 H 5.5441 -1.6000 6.2439  C153 1.090
166 H 4.9054 -3.0488 7.1056  C153 1.090
167 H 4.6865 -2.8686 5.4002  C153 1.090
168 H 2.3495 -3.4848 6.1102  C154 1.090
169 H 2.3396 -2.9977 7.8323  C154 1.090
170 H 0.0588 -2.9674 6.5550  C155 1.090
171 H 0.5155 -1.5845 7.5194  C155 1.090
172 H -0.3790 -0.9770 5.2133  C156 1.090
173 H 0.9769 -1.8862 4.4307  C156 1.090
174 H 2.3013 1.1394 3.3176  C158 1.090
175 H 0.6521 0.9195 3.4998  C158 1.090
176 H 1.6333 -0.3432 2.8825  C158 1.090
177 H 2.1250 1.8248 6.2583  C159 1.090
178 H 1.1564 0.8018 7.1765  C159 1.090
179 H 0.3781 1.5663 5.8416  C159 1.090
180 H 4.2118 0.0828 4.2625  O161 0.960
181 N 4.6013 -0.0561 0.9297  C182 1.333, H185 1.010, H186 1.010
182 C 3.6514 0.7767 0.5038  N181 1.333, N183 1.278, O184 1.180
183 N 4.0963 1.9659 0.3579  C182 1.278, H187 1.010, H188 1.010
184 O 2.5129 0.4661 0.5255  C182 1.180
185 H 4.2946 -0.9948 1.1416  N181 1.010
186 H 5.5429 0.0971 0.5980  N181 1.010
187 H 3.4477 2.7401 0.3624  N183 1.010
188 H 5.0596 2.0859 0.6368  N183 1.010
189 N -1.4315 1.0254 0.4014  C190 1.345, H193 1.010, H194 1.010
190 C -1.3389 -0.0319 -0.4247  N189 1.345, N191 1.286, O192 1.236
191 N -0.2938 -0.7657 -0.2716  C190 1.286, H195 1.010, H196 1.010
192 O -2.2668 -0.4569 -1.1214  C190 1.236
193 H -0.5770 1.4109 0.7773  N189 1.010
194 H -2.3366 1.4653 0.3158  N189 1.010
195 H 0.5366 -0.6036 0.2799  N191 1.010
196 H -0.2896 -1.5218 -0.9412  N191 1.010